Entry 1:
Formula: C3H7PS
Source: the Open Molecules 2025 dataset
Level of theory: wB97M-V/def2-TZVPD

HOMO level (alpha / beta) in eV: -8.154 / -8.544
E_LUMO (alpha / beta) in eV: -0.5 / -0.7
Calculated total energy in Ha: -857.896438
F_max in eV/A: 6.2
Energy relative to the best compared isomer or geometry (same formula, charge and spin) in kJ/mol: 329.8

XYZ file:
```
12
Properties=species:S:1:pos:R:3:mulliken_charge:R:1
C -0.67 -0.25 -0.12 0.725
C 0.27 0.25 0.97 -1.060
C -0.19 -0.85 -1.49 -1.276
P -2.00 1.06 -0.35 -0.143
S -2.35 -0.87 0.40 -0.232
H 1.38 -0.05 0.74 0.261
H -0.13 -0.21 2.00 0.267
H 0.28 1.28 1.16 0.382
H -0.96 -1.13 -2.05 0.500
H 0.27 -1.87 -1.24 0.287
H 0.52 -0.05 -1.87 0.328
H -2.07 2.83 1.08 -0.039
```

=====

Entry 2:
Formula: C38H33ClMnN2O3P2Se
Source: the Open Molecules 2025 dataset
Level of theory: wB97M-V/def2-TZVPD

2S+1: 5
Net charge: +1
HOMO level (alpha / beta) in eV: -10.811 / -10.814
E_LUMO (alpha / beta) in eV: -4.4 / -3.6
Calculated total energy in Ha: -6498.264673
F_max in eV/A: 2.0
Energy relative to the best compared isomer or geometry (same formula, charge and spin) in kJ/mol: 96.6

XYZ file:
```
81
Properties=species:S:1:pos:R:3:lowdin_spin:R:1
Mn -1.03 0.79 0.00 3.825
N -0.70 -2.05 -0.64 0.004
P 0.69 -1.17 -0.17 0.064
C 1.02 -1.51 1.59 0.006
C 0.93 -2.77 2.17 0.000
C 1.36 -2.97 3.47 0.001
C 1.92 -1.92 4.18 -0.001
C 2.03 -0.66 3.61 0.000
C 1.56 -0.45 2.32 0.001
C 2.01 -2.16 -0.94 0.016
C 1.80 -2.74 -2.19 0.007
C 2.80 -3.49 -2.78 0.000
C 4.02 -3.64 -2.15 0.007
C 4.25 -3.02 -0.93 0.000
C 3.25 -2.28 -0.32 0.007
P -2.08 -1.10 -0.82 -0.041
C -2.46 -0.97 -2.58 -0.012
C -3.18 0.15 -3.01 -0.001
C -3.52 0.29 -4.34 0.000
C -3.13 -0.68 -5.26 -0.001
C -2.42 -1.80 -4.83 -0.001
C -2.09 -1.95 -3.50 -0.004
C -3.39 -2.14 -0.14 -0.003
C -3.16 -2.77 1.08 -0.002
C -4.11 -3.62 1.61 0.001
C -5.30 -3.84 0.92 -0.005
C -5.54 -3.19 -0.29 0.001
C -4.58 -2.34 -0.82 -0.004
H -0.72 -3.06 -0.72 0.000
H 0.53 -3.60 1.59 0.000
H 1.29 -3.95 3.91 0.000
H 2.29 -2.08 5.19 0.000
H 2.47 0.16 4.17 0.000
H 1.64 0.53 1.86 0.000
H 0.85 -2.60 -2.70 0.000
H 2.63 -3.96 -3.74 0.000
H 4.80 -4.23 -2.61 0.000
H 5.21 -3.12 -0.44 0.000
H 3.43 -1.80 0.64 0.000
H -3.47 0.91 -2.28 0.001
H -4.07 1.15 -4.68 0.000
H -3.38 -0.56 -6.30 0.000
H -2.14 -2.56 -5.55 0.000
H -1.54 -2.82 -3.16 0.000
H -2.23 -2.57 1.62 0.001
H -3.93 -4.12 2.55 0.000
H -6.04 -4.51 1.33 0.000
H -6.47 -3.36 -0.81 0.000
H -4.76 -1.85 -1.77 0.000
Se -2.25 0.65 1.92 0.007
C -1.45 0.87 3.66 0.020
C -0.83 2.05 4.05 -0.002
C -0.32 2.13 5.34 0.003
N -0.39 1.12 6.20 -0.008
C -0.99 0.00 5.83 0.002
C -1.55 -0.17 4.57 -0.003
H -0.76 2.90 3.37 0.000
H 0.18 3.03 5.68 0.000
H -1.05 -0.79 6.56 0.000
H -2.04 -1.09 4.29 0.001
C 2.36 5.46 -3.10 0.000
C 2.77 5.04 -1.72 0.000
C 4.12 4.97 -1.39 0.000
C 4.53 4.67 -0.11 0.000
Cl 6.21 4.60 0.26 0.000
C 3.60 4.43 0.90 0.000
C 2.25 4.47 0.58 0.000
C 1.84 4.75 -0.71 0.000
O 0.47 4.79 -0.95 0.001
C -0.04 3.79 -1.78 0.002
C -0.16 2.45 -1.08 0.024
O -0.60 1.45 -1.75 0.040
O 0.17 2.29 0.13 0.043
H 2.98 6.28 -3.44 0.000
H 1.32 5.80 -3.13 0.000
H 2.48 4.64 -3.82 0.000
H 4.86 5.18 -2.15 0.000
H 3.93 4.22 1.90 0.000
H 1.50 4.29 1.34 0.000
H 0.58 3.59 -2.66 0.000
H -1.02 4.10 -2.12 0.000
```

=====

> The highest F_max belongs to which entry?

C3H7PS

=====

> Number 2 is which compound?

C38H33ClMnN2O3P2Se